C3H5N2 | the ωB97M-V functional and the def2-TZVPD basis

Positions of all 10 atoms, in Å:
C: 0.675 1.198 0.059
C: -0.426 -0.617 -1.123
C: 0.214 0.177 0.892
N: 0.059 0.467 -1.539
N: -0.267 -0.946 0.175
H: 1.234 2.069 -0.024
H: -0.870 -1.231 -1.782
H: 0.480 -0.127 1.915
H: -0.716 0.901 0.891
H: -0.385 -1.891 0.536

The calculation puts the energy relative to the best compared isomer or geometry (same formula, charge and spin) at 5.2368 eV. The strongest force on any atom comes out at 7.8 eV/A. For the LUMO energy, the calculation gives -6.39 eV. As for the orbital gap: 9.4 eV. As for the total charge: +1. The calculation puts the HOMO energy at -15.8 eV.

C3H5N2O | the ωB97M-V functional and the def2-TZVPD basis

Positions of all 11 atoms, in Å:
C: -0.302 0.127 -1.711
C: -0.584 0.935 -0.267
C: 0.070 -0.488 1.698
N: 0.792 -0.351 -1.797
N: -0.500 0.571 0.877
O: 1.867 -0.642 -1.854
H: -1.211 -0.012 -2.198
H: -0.896 2.027 -0.512
H: -0.482 -0.762 2.523
H: 0.357 -1.497 1.137
H: 0.889 0.092 2.104

The calculation puts the energy relative to the best compared isomer or geometry (same formula, charge and spin) at 6.5463 eV. The strongest force on any atom comes out at 3.7 eV/A. For the LUMO energy (spin up / spin down), the calculation gives -6.89 / -6.89 eV. As for the orbital gap (spin up / spin down): 8.0 / 8.0 eV. As for the total charge: +1. The calculation puts the HOMO energy (spin up / spin down) at -14.9 / -14.9 eV.